# C3H4N2O

One molecule with the formula C3H4N2O (ωB97M-V/def2-TZVPD, OMol25).

Summary:
2S+1   1
Kohn-Sham gap (alpha / beta)   7.35 / 7.35 eV
Calculated total energy   -8200.0470 eV
Maximum force   1.501 eV/Å
E_HOMO (alpha / beta)   -0.269 / -0.269 hartree

The geometry in XYZ format:
```
10
Properties=species:S:1:pos:R:3:forces:R:3:nbo_charge:R:1
C 1.09009 0.16775 0.47869 -0.2042 -0.0228 -0.0739 0.055
C 0.56232 -0.68422 -0.52208 -0.4594 -0.0212 0.1003 -0.392
N -0.82543 -0.33381 -1.08726 0.2080 0.2779 0.4167 -0.611
H 1.19182 1.65501 1.65541 -0.1735 0.0293 -0.1514 0.337
H -0.88740 0.06065 -2.02494 -0.0166 -0.1382 0.1999 0.438
N 0.54324 1.21702 1.00330 0.1694 -0.2340 -0.2178 -0.803
C -1.79418 -0.12955 -0.29847 -0.2719 0.0682 0.7349 0.986
H 2.10781 -0.18540 0.73399 -0.2939 0.1400 0.1886 0.164
H 0.69024 -1.75220 -0.37240 -0.1765 0.0910 -0.3413 0.197
O -2.67851 -0.01525 0.43376 1.2186 -0.1902 -0.8560 -0.371
```
Positions in Å, forces in eV/Å.

# C12H16ClN3O2

One molecule with the formula C12H16ClN3O2 (ωB97M-V/def2-TZVPD, OMol25).

Summary:
Structure (SMILES)   CCOC(=O)C1CCN(c2ccc(Cl)nn2)CC1
2S+1   1
Kohn-Sham gap   8.74 eV
Calculated total energy   -33791.1104 eV
Maximum force   1.322 eV/Å
E_HOMO   -0.298 hartree

The geometry in XYZ format:
```
34
Properties=species:S:1:pos:R:3:forces:R:3:nbo_charge:R:1
N 1.60357 -0.31424 0.08255 -0.0602 0.3440 0.2292 -0.408
H -0.55460 1.41497 -1.86485 -0.0112 0.0072 -0.0877 0.219
H 0.97289 1.65134 0.10690 0.0528 -0.0151 -0.0508 0.208
C -1.24173 0.02156 -0.34994 -0.0844 -0.0627 -0.0337 -0.322
C 0.68341 -0.71682 1.12031 -0.1878 -0.3054 0.1983 -0.220
N 3.85765 -1.42667 -2.34808 0.8940 -0.7833 -0.5797 -0.192
C 2.46656 -1.15585 -0.53286 0.6527 -0.5710 -0.1492 0.365
H 0.53687 0.13630 1.78730 0.0831 -0.1794 -0.0156 0.235
H -4.79627 3.28311 2.20209 -0.0775 0.0883 0.0700 0.218
Cl 5.45919 -3.41180 -2.81067 0.2173 -0.1699 -0.1554 0.012
C -0.18262 0.53209 -1.34388 0.0770 0.1022 0.1631 -0.398
C -1.73066 1.18678 0.49222 0.0678 -0.4016 -0.2495 0.810
C 2.89543 -2.38801 0.02598 -0.0182 0.0648 -0.1707 -0.258
C -4.32352 2.40630 1.76951 0.2819 -0.0637 -0.2997 -0.633
C 1.12810 0.85599 -0.62677 -0.0185 0.3042 -0.3787 -0.236
H -2.10649 -0.34350 -0.91227 0.1055 0.0443 0.0779 0.235
H 1.08688 -1.54233 1.70419 0.0106 0.0681 0.0086 0.202
H 0.00980 -0.24597 -2.08499 -0.0137 0.0079 -0.0565 0.219
H 1.88935 1.15563 -1.34565 -0.1657 0.0993 0.1470 0.254
C 3.83196 -3.11099 -0.66219 -0.1208 0.3625 -0.2406 -0.197
H -1.36433 -1.37248 1.30242 -0.0301 -0.0805 0.0057 0.217
N 2.97082 -0.73753 -1.70441 -0.9167 0.6176 0.5540 -0.290
H -3.99683 3.33968 -0.16174 0.1097 -0.0500 0.0732 0.191
H -3.73415 1.90994 2.53657 0.0076 -0.0105 0.0805 0.221
H 4.20915 -4.05478 -0.30195 0.0233 -0.0615 0.0362 0.234
C 4.28792 -2.56955 -1.87284 -0.2972 0.0723 0.4065 0.085
C -3.42603 2.82831 0.61569 -0.0878 0.3746 0.3845 -0.078
C -0.66463 -1.11224 0.50677 0.0497 0.2362 0.1580 -0.403
O -1.19141 1.62871 1.47423 0.0020 0.1228 0.2178 -0.623
H 2.51057 -2.75306 0.96463 -0.0132 -0.0095 0.0479 0.221
H -0.52492 -1.98984 -0.12945 -0.0295 -0.0280 0.0089 0.210
H -2.62187 3.47671 0.97827 -0.1459 -0.0467 -0.1272 0.199
H -5.09356 1.72421 1.41742 -0.1026 -0.0317 -0.0030 0.211
O -2.84650 1.69401 -0.03453 -0.2541 -0.0460 -0.2696 -0.506
```
Positions in Å, forces in eV/Å.

# C34H32CoNP2S2

C34H32CoNP2S2 as an isolated structure (ωB97M-V/def2-TZVPD, OMol25).

Summary:
2S+1   1
Kohn-Sham gap (alpha / beta)   7.48 / 7.55 eV
Calculated total energy   -115143.0308 eV
Maximum force   0.637 eV/Å
E_HOMO (alpha / beta)   -0.271 / -0.274 hartree

The geometry in XYZ format:
```
72
Properties=species:S:1:pos:R:3:forces:R:3:lowdin_charge:R:1
S 2.39661 -0.06184 -1.59151 0.0951 0.0951 -0.0881 0.433
C 0.59401 -3.27346 1.09599 -0.0053 0.0072 -0.0270 -0.101
H -1.81529 -0.91461 -4.21335 0.0055 -0.0093 0.0037 0.082
H -6.07764 0.39884 2.30628 -0.0145 -0.0026 0.0023 0.102
C 3.66137 -2.31225 3.49169 0.0017 0.0155 0.0018 -0.086
H -0.77094 -1.12838 -5.64364 -0.0065 0.0001 -0.0112 0.093
C 0.56148 -4.32336 3.25396 -0.0286 -0.0002 -0.0006 -0.086
C -2.06274 2.92219 -3.90186 0.0029 -0.0674 -0.0092 -0.056
C 2.47847 -0.74500 1.52894 0.0539 -0.0584 -0.0971 -0.345
C 1.45858 -0.40845 -4.57622 -0.0899 -0.0239 0.0393 -0.136
C 2.12674 1.95520 0.73679 -0.0077 -0.0104 0.0553 -0.334
H 5.02334 -2.93495 1.95570 0.0110 -0.0081 0.0069 0.104
H 3.12158 5.57479 1.62676 0.0066 0.0083 0.0037 0.101
C -0.00242 0.13261 0.10413 -0.0068 -0.0987 -0.3127 -0.583
H 1.11441 -0.12348 3.07337 0.0065 0.0148 -0.0224 0.115
H -3.77030 -2.00289 -0.38402 0.0131 0.0041 0.0037 0.079
P 1.66056 0.26709 0.26926 0.0034 0.2074 0.0252 0.475
C -1.24972 1.85812 -3.52221 0.0922 -0.1159 0.0377 -0.221
H -5.95800 -1.31384 0.52429 -0.0172 0.0070 0.0085 0.104
H 2.17323 0.33942 -4.24290 0.0038 -0.0058 0.0019 0.046
H -0.95468 -3.63720 4.60728 0.0000 -0.0048 0.0084 0.104
C -0.48510 -2.46964 1.46461 0.0831 -0.0486 -0.0936 -0.318
H -3.52419 4.35451 -3.26503 -0.0012 0.0009 0.0070 0.098
H 0.56440 1.83591 -4.68215 0.0064 0.0208 0.1559 0.131
H 4.11956 -2.92505 4.25726 0.0048 -0.0080 0.0095 0.104
H 1.02548 -3.16476 0.10703 -0.0121 -0.0047 -0.0072 0.102
C -2.72445 0.27232 1.89164 0.0465 0.0580 0.0114 -0.115
H 0.97130 -5.04281 3.95110 -0.0017 -0.0082 0.0142 0.105
H -0.80678 1.09805 -5.49136 0.0480 0.0318 -0.0196 0.127
Co 0.03828 -0.00270 -1.93084 0.2035 -0.3072 0.5195 0.059
H 4.85198 3.80990 1.50748 0.0048 0.0094 0.0011 0.102
H 3.94889 -1.55889 0.20246 -0.0043 0.0150 -0.0002 0.074
H 1.41674 -0.40769 -5.67105 0.0052 -0.0031 -0.0035 0.096
H 1.95824 -4.80739 1.69507 0.0044 0.0023 0.0056 0.109
H 0.75659 5.01757 1.17225 0.0022 0.0080 0.0009 0.103
H -1.88216 -1.99797 3.03092 0.0018 0.0083 -0.0190 0.099
H -1.81257 0.74333 2.24370 0.0160 -0.0209 -0.0157 0.106
H 2.15675 -1.52439 4.80745 -0.0004 -0.0029 0.0054 0.108
C 4.16830 -2.31895 2.20229 0.0113 0.0032 0.0192 -0.082
H -3.52854 3.53908 -0.92735 0.0093 -0.0136 0.0224 0.099
H 1.78391 -1.38829 -4.23083 0.0110 0.0067 0.0058 0.083
H 0.12532 2.68414 0.59960 -0.0086 -0.0146 -0.0024 0.086
C -2.06757 2.01713 -1.28507 0.1946 -0.2499 0.0461 -0.091
H -2.06601 1.68939 -0.25581 -0.0308 0.0108 0.0071 0.063
C -0.80316 -1.13308 -4.54927 -0.0731 0.0840 0.1350 -0.133
C -3.82214 -1.26642 0.40826 0.0383 -0.0607 -0.0267 -0.087
C 3.45983 2.27036 0.98914 0.0101 0.0012 0.0123 -0.087
C -3.95095 0.66195 2.40369 -0.0514 0.0064 0.0128 -0.079
C 2.55992 -1.52281 3.80309 0.0447 -0.0127 0.0352 -0.080
C -2.65289 -0.69743 0.89497 0.0277 0.0341 0.0807 -0.358
C 1.51602 4.24771 1.12419 -0.0074 0.0298 0.0046 -0.078
C -2.88633 3.53020 -2.97241 -0.0175 0.0013 0.0232 -0.097
C -5.11767 0.08805 1.91529 0.0103 -0.0025 -0.0129 -0.082
H -2.05052 3.26962 -4.92947 -0.0039 0.0003 -0.0134 0.110
C 3.57283 -1.54054 1.21848 0.0098 -0.0062 -0.0401 -0.105
H -3.99880 1.41979 3.17499 -0.0008 0.0059 0.0023 0.103
C 1.15626 2.94481 0.80677 -0.0417 -0.0077 -0.0261 -0.074
C 2.84210 4.55940 1.37709 0.0293 -0.0070 0.0006 -0.088
C -5.05117 -0.87298 0.91705 -0.0356 0.0032 0.0114 -0.075
S -1.20558 -1.92627 -1.58717 -0.1292 0.1092 -0.1040 0.491
C -0.32167 1.21883 -4.51565 -0.0239 -0.0508 0.0426 -0.144
C 1.97427 -0.73710 2.82754 -0.0244 0.0534 0.0402 -0.082
N 0.12363 -0.11253 -4.02018 0.0748 0.0266 -0.2769 -0.324
C -2.88574 3.06876 -1.66203 -0.0794 0.1110 -0.0332 -0.090
C 1.11637 -4.19311 1.98698 -0.0228 -0.0436 -0.0189 -0.079
P -1.01393 -1.19144 0.29085 -0.1842 0.0384 0.1538 0.499
C -1.22844 1.37963 -2.20529 -0.1913 0.2548 -0.3435 -0.122
C -1.03835 -2.60656 2.73208 -0.0763 0.0189 0.0058 -0.074
H 4.22253 1.50216 0.93298 -0.0118 -0.0271 -0.0038 0.107
H -0.51340 -2.11688 -4.18715 -0.0030 -0.0030 -0.0006 0.055
C -0.51580 -3.53371 3.62327 0.0269 -0.0486 0.0313 -0.081
C 3.81573 3.56824 1.30984 -0.0069 0.0449 0.0084 -0.083
```
Positions in Å, forces in eV/Å.

# C5H10O2

One molecule with the formula C5H10O2 (ωB97M-V/def2-TZVPD, OMol25).

Summary:
Structure (SMILES)   C[C@@H]1OC[C@H](C)O1
2S+1   1
Kohn-Sham gap   10.82 eV
Calculated total energy   -9441.7922 eV
Maximum force   0.320 eV/Å
E_HOMO   -0.358 hartree

The geometry in XYZ format:
```
17
Properties=species:S:1:pos:R:3:forces:R:3:nbo_charge:R:1
C -0.94601 0.65661 0.08084 -0.2353 -0.0371 0.0001 0.070
H 2.87509 -1.21406 0.72750 -0.0721 0.0935 -0.0952 0.216
H 1.77761 -1.37732 -0.66505 0.0755 0.1131 0.0755 0.212
H -2.79208 0.62410 -1.03792 0.1482 0.0323 -0.0050 0.213
H -0.88514 -1.49916 -0.14673 -0.0035 0.1103 0.1289 0.163
H -1.62655 1.84472 -1.58641 -0.0146 -0.1409 0.0770 0.223
H -1.75217 -0.97694 1.33335 0.1084 0.0469 -0.1100 0.196
C 2.25392 -0.66330 0.01498 0.0229 -0.0390 -0.0070 -0.642
H 1.61908 0.77453 1.51767 -0.0642 -0.0953 -0.0925 0.150
O 0.27671 -0.75040 1.41793 0.0124 -0.0145 0.0473 -0.529
H 2.88518 0.01468 -0.56837 -0.0978 -0.0880 0.1166 0.219
H -1.35395 0.13500 -1.96860 -0.0444 0.0695 0.1147 0.213
C -0.91900 -0.75089 0.66248 -0.2359 -0.0077 -0.1114 -0.092
O 0.43534 0.87728 -0.17378 0.0329 0.0271 -0.0315 -0.534
C -1.72803 0.82439 -1.20493 -0.0156 0.0014 -0.0303 -0.621
H -1.30336 1.36668 0.84379 0.0633 -0.0914 -0.0811 0.166
C 1.18337 0.11410 0.75324 0.3198 0.0197 0.0038 0.377
```
Positions in Å, forces in eV/Å.